Computed, not measured: a molecular structure, C44H60BaGeIN4O4S2 at a distorted geometry, with ωB97M-V/def2-TZVPD.

```
117
Properties=species:S:1:pos:R:3:lowdin_spin:R:1
Ba -0.8722 -0.3988 0.0435 0.037
I -3.4402 -2.3317 -1.6273 0.025
Ge -1.2111 2.9188 -0.5329 0.000
S 0.3875 0.5609 2.6573 0.002
S 1.5310 -0.4099 5.2442 0.000
O 0.4732 2.0250 -0.2743 0.001
O -1.2068 2.0337 -2.2669 0.000
O -0.1756 -2.4835 -0.5677 0.017
O -2.4005 1.5051 0.1702 0.000
N 1.3716 -0.6023 -2.5813 0.001
N 1.6523 -1.7801 3.1040 0.000
N 2.9701 -0.3712 -4.4849 0.000
N 1.2305 -2.1816 1.8024 0.001
C -2.4999 -2.5725 1.6037 0.652
C -3.2569 1.4127 2.4095 0.000
C 2.6542 -1.1636 -2.1873 0.000
C 1.8311 -3.6548 -0.0364 0.002
C -5.8765 -4.9245 0.8576 0.004
C 3.5496 -2.9365 1.7526 0.000
C 0.6460 -3.4337 -0.8251 0.000
C 2.4537 -5.4639 -1.5780 0.002
C -3.9481 3.2754 0.9032 0.000
C 2.1459 -2.8752 1.1996 0.000
C -5.3218 -4.8646 2.1019 0.001
C -3.1987 1.1172 -3.2064 0.000
C 1.5377 2.8931 0.2215 0.000
C -2.5035 -3.1772 3.8639 0.039
C -3.5531 1.8022 0.9604 0.000
C 4.7405 2.4127 3.7049 0.000
C -4.2140 -3.4160 -0.0275 0.017
C 1.4544 1.3818 5.3608 0.000
C 1.2910 -5.2680 -2.3093 0.000
C 2.6329 0.9955 -3.9645 0.000
C 1.8331 3.9543 -0.8411 0.000
C -2.8636 3.6100 -3.1156 0.000
C 0.8360 -1.3110 -3.7258 0.000
C 1.2223 3.5696 1.5576 0.000
C -4.1774 -4.0671 2.3368 0.028
C 1.7220 -1.0544 -4.9675 0.000
C 3.7069 1.6167 4.1746 0.000
C 1.5336 0.8055 -2.9029 0.000
C -4.7021 0.9470 0.4236 0.000
C 2.6325 2.1829 4.8460 0.000
C 1.2066 -0.6501 3.5081 0.001
C 2.6144 3.5639 5.0314 0.000
C -1.4570 2.2255 -4.6261 0.000
C -3.5942 -3.9627 3.6225 -0.024
C 2.6927 -4.6751 -0.4643 0.000
C 0.4050 -4.2826 -1.9365 0.002
C -2.1761 2.2545 -3.2671 0.000
C 4.7124 3.7832 3.8884 0.000
C 3.6156 -1.1788 -3.3956 0.000
C -1.8931 -2.4344 2.8055 0.081
C -5.3254 -4.1948 -0.2112 -0.008
C 2.7633 1.9874 0.4109 0.000
C -3.6067 -3.3356 1.2459 0.099
C 3.6409 4.3600 4.5563 0.000
H -5.5988 1.0776 1.0338 0.000
H 3.7311 0.5476 4.0288 0.000
H -2.3529 1.9084 2.7641 0.000
H -4.8662 3.4197 1.4765 0.000
H 3.1524 -6.2460 -1.8440 0.000
H 1.0673 -5.8982 -3.1631 0.000
H -0.6529 2.9627 -4.6429 0.000
H 2.0685 4.2004 1.8421 0.000
H -3.6492 1.0591 -2.2136 0.000
H 3.5599 1.4092 -3.5645 0.000
H 1.0159 4.6699 -0.9369 0.000
H 5.5216 4.4000 3.5195 0.000
H -6.7553 -5.5295 0.6793 0.000
H 5.5736 1.9543 3.1864 0.000
H 0.5559 1.7236 4.8407 0.000
H -5.7517 -5.4197 2.9257 0.001
H -4.0855 1.6822 3.0680 0.000
H -3.0974 0.3354 2.5023 0.000
H 3.6068 5.4315 4.7096 0.000
H 4.5844 -0.7223 -3.1930 0.000
H 1.7694 1.3489 -1.9943 0.000
H -2.0775 -3.1157 4.8580 0.006
H 1.2663 -0.3822 -5.6952 0.000
H 4.1594 -3.7336 1.3575 0.000
H 2.3115 1.5942 -4.8171 0.000
H 3.6192 -0.2853 -5.2611 0.000
H -3.1792 3.9192 1.3294 0.000
H -1.0324 1.2356 -4.8129 0.000
H 1.7758 4.0163 5.5478 0.000
H -4.4354 -0.1109 0.4483 0.001
H -4.0442 -4.5294 4.4281 -0.001
H 2.7359 4.5075 -0.5750 0.000
H 1.0672 2.8306 2.3411 0.000
H 0.5758 1.2054 -3.2304 0.000
H -5.7879 -4.2507 -1.1877 0.000
H -0.5196 -4.1247 -2.4792 0.000
H -3.4162 3.6730 -2.1766 0.000
H -4.1386 3.6069 -0.1187 0.000
H -2.6879 0.1681 -3.4022 0.000
H -1.0156 -1.8235 2.9692 0.011
H 3.5254 -3.0003 2.8369 0.000
H 3.5597 2.5184 0.9350 0.000
H 4.0476 -1.9893 1.5186 0.000
H 0.3420 4.2077 1.4926 0.000
H 3.1657 1.6529 -0.5486 0.000
H 3.7675 -2.1799 -3.8007 0.000
H 2.5194 -2.1791 -1.8245 0.000
H 3.5853 -4.8985 0.0940 0.000
H -2.1450 2.4452 -5.4446 0.000
H 1.9864 3.4915 -1.8162 0.000
H -0.1814 -0.9675 -3.9179 0.000
H 0.8016 -2.3746 -3.4907 0.000
H -3.9854 1.2345 -3.9539 0.000
H 1.3090 1.5867 6.4238 0.000
H -3.5712 3.7739 -3.9314 0.000
H -2.1312 4.4177 -3.1281 0.000
H 2.0351 -1.9707 -5.4675 0.000
H 2.4772 1.1212 1.0064 0.000
H 3.0542 -0.5606 -1.3710 0.000
H -4.9512 1.2165 -0.6052 0.000
```

Properties
- LUMO energy (alpha / beta) (eV) = -0.80 / -0.80
- multiplicity = 2
- E (eV) = -147733.4615
- relative energy (zero: lowest compared OMol25 entry of this formula, charge and spin) (kJ/mol) = 131.5
- HOMO-LUMO gap (alpha / beta) (Ha) = 0.2145 / 0.2144

=====

Computed, not measured: a molecular structure, C44H60CrN6O3SSi3, with ωB97M-V/def2-TZVPD.

```
118
Properties=species:S:1:pos:R:3:lowdin_spin:R:1
Cr -0.1949 0.1678 -0.1308 3.034
S 0.7867 1.6125 2.6090 0.005
Si 0.4115 3.6632 -0.8060 -0.009
Si -2.4952 2.5730 -0.5403 -0.007
Si 4.7765 -0.4415 -0.7150 0.011
O 0.5745 -3.7240 1.9605 0.000
O -0.0403 0.5721 1.8763 0.023
O 0.2577 -1.8547 0.8468 0.010
N -2.1379 -0.8584 0.1081 -0.006
N -6.6714 3.1302 1.7706 0.086
N -0.3456 0.1709 -2.1587 -0.020
N 1.2509 -3.5901 -0.2243 0.001
N -5.7277 0.9656 1.3591 0.075
N 1.4313 -2.8227 -1.4018 0.003
C 0.0123 4.7210 0.6955 0.001
C 3.5354 2.9699 3.4355 0.000
C -3.9709 -2.9062 0.4830 0.103
C 5.3702 0.0180 -2.4214 0.001
C 2.2610 3.3508 -0.7513 -0.001
C 0.6716 -2.9932 0.8381 0.003
C 4.4144 2.0573 5.9044 0.000
C -0.8970 5.2644 4.7872 0.000
C -6.6879 2.8303 3.0893 0.032
C 1.8040 0.1490 -0.4153 -0.041
C 2.9743 -0.1646 -0.5892 0.047
C 0.0518 1.6385 4.2747 -0.001
C -4.0494 -1.7585 1.3085 0.061
C -5.7884 0.6440 2.6845 0.084
C -0.7612 1.2015 -4.6516 0.009
C 0.0157 3.0347 4.8333 0.000
C -3.6601 1.3763 -1.3971 0.003
C 0.1990 4.7960 -2.2961 -0.004
C -0.2157 -0.6209 -3.2261 0.005
C -6.1900 2.1554 1.0077 -0.002
C -0.6326 1.4793 -2.2753 0.007
C -2.6043 2.7146 1.3257 0.000
C -0.6921 2.1255 -0.9422 -0.084
C -0.0307 5.6428 5.8053 0.000
C 4.7295 3.3426 5.4892 0.000
C -0.4108 -0.1394 -4.4998 0.000
C 0.8515 4.7166 6.3404 0.000
C 0.7988 -5.1299 1.9164 0.000
C -4.9328 -1.7263 2.4223 0.167
C 0.8762 3.4168 5.8540 0.000
C -5.4709 -0.6595 3.1330 0.134
C -2.1151 -1.9613 -0.6783 0.130
C -3.0917 -0.7428 1.0267 0.047
C 2.3549 0.8006 2.9829 0.002
C -3.0218 -2.9914 -0.5075 0.014
C 5.6254 0.6063 0.5777 0.002
C -0.8751 3.9661 4.3057 0.000
C -6.2747 1.6299 3.5878 0.046
C -0.8730 2.0162 -3.5463 -0.002
C 3.6469 1.2341 5.0916 0.000
C 4.2893 3.7964 4.2526 0.000
C -3.0237 4.2473 -1.2233 -0.004
C 3.1999 1.6836 3.8541 0.000
C 5.1342 -2.2523 -0.3879 0.002
H 0.2150 -5.5937 1.1206 0.000
H 5.3258 0.3126 1.5866 0.000
H 2.1104 -0.1564 3.4483 0.000
H 1.8394 -4.3938 -0.0870 0.000
H -2.9659 -3.8574 -1.1554 -0.003
H -4.6889 -3.7044 0.6282 0.007
H 1.5270 5.0045 7.1356 0.000
H 1.9325 -3.4059 -2.0599 0.000
H 4.8212 -0.5341 -3.1867 0.000
H 1.8612 -5.3599 1.7950 0.000
H 5.2211 1.0831 -2.6085 0.000
H -7.0591 3.6072 3.7505 0.001
H -0.0482 6.6569 6.1827 0.000
H 1.5781 2.7006 6.2630 0.000
H -4.4782 1.0856 -0.7347 0.001
H 0.8356 5.4260 0.8424 0.000
H 0.0401 -1.6538 -3.0319 0.000
H -4.0821 1.8676 -2.2782 0.000
H -1.5953 5.9790 4.3717 0.000
H 4.7616 1.6951 6.8634 0.000
H -3.0866 0.1526 1.6294 0.004
H -2.4680 5.0935 -0.8155 0.000
H 5.3202 3.9889 6.1250 0.000
H -2.9456 4.2762 -2.3133 0.000
H -2.0478 1.9241 1.8296 0.000
H 4.8356 -2.8766 -1.2336 0.000
H 3.1983 3.3258 2.4678 0.000
H -1.1498 3.0556 -3.6416 -0.001
H -1.5620 3.6680 3.5207 0.000
H 2.6217 2.9711 -1.7105 0.000
H -5.1835 -2.7156 2.8012 0.009
H 2.5491 2.6257 0.0039 0.000
H -0.8429 4.9851 -2.5570 0.000
H -6.3247 1.4190 4.6486 0.002
H -2.1812 3.6766 1.6237 0.000
H -4.0785 4.3910 -0.9709 -0.001
H -0.1042 4.1564 1.6180 0.000
H -1.3057 -2.0537 -1.3864 0.009
H 6.7113 0.5077 0.5105 0.000
H -0.9500 1.6027 -5.6396 0.001
H -5.8532 -0.8908 4.1234 0.006
H -6.1635 2.3697 -0.0594 -0.002
H 4.6012 -2.5997 0.5002 0.000
H 4.5348 4.7976 3.9232 0.000
H 0.6098 0.9501 4.9083 0.000
H 5.3721 1.6612 0.4486 0.000
H -0.3079 -0.7971 -5.3507 0.000
H -3.6309 2.6841 1.6769 0.000
H 3.3938 0.2324 5.4204 0.000
H 6.4338 -0.2026 -2.5387 0.000
H -0.8961 5.3084 0.5455 0.000
H 0.6536 5.7605 -2.0506 -0.001
H 6.2026 -2.4096 -0.2222 0.000
H 2.7994 0.6097 2.0067 0.000
H 0.4688 -5.5120 2.8769 0.000
H -0.9479 1.2369 4.0990 0.000
H 2.0101 -2.0095 -1.1735 0.001
H 2.7766 4.2945 -0.5453 0.000
H 0.7139 4.4087 -3.1775 0.000
H -3.1759 0.4589 -1.7271 0.001
```

Properties
- LUMO energy (alpha / beta) (eV) = -0.02 / -0.02
- multiplicity = 5
- E (eV) = -124574.7441
- relative energy (zero: lowest compared OMol25 entry of this formula, charge and spin) (kJ/mol) = 9.6
- HOMO-LUMO gap (alpha / beta) (Ha) = 0.1512 / 0.2413

=====

Q: Number 2 is which compound?
A: C44H60CrN6O3SSi3

=====

Q: Among the records above, which one has the lowest relative energy (zero: lowest compared OMol25 entry of this formula, charge and spin)?
A: C44H60CrN6O3SSi3

=====

Q: The lowest relative energy (zero: lowest compared OMol25 entry of this formula, charge and spin) belongs to which entry?
A: C44H60CrN6O3SSi3

=====

Q: Which formula does entry 1 have?
A: C44H60BaGeIN4O4S2